No. 1
Here is a structure of composition C58H52InN4O4Si2 from the Open Molecules 2025 dataset. Energies are from wB97M-V/def2-TZVPD.

Results
Kohn-Sham gap: 4.43 eV
lowest unoccupied orbital energy: 1.482 eV
net charge: -1
strongest force on any atom: 1.1 eV Å⁻¹

The geometry in XYZ format:
```
121
C58H52InN4O4Si2 | the Open Molecules 2025 dataset | wB97M-V/def2-TZVPD
In 0.18743 0.21330 -0.27464
C 1.44061 5.49111 8.22111
O 2.15657 5.43866 7.01028
C 1.72999 4.53955 6.07540
C 0.64885 3.68806 6.24220
C 0.29442 2.81849 5.21589
C 0.99643 2.77901 4.01855
C 2.09355 3.63371 3.87857
C 2.45607 4.50322 4.88797
C 0.60723 1.85807 2.91551
C 1.52187 0.83812 2.58628
C 2.68643 0.52439 3.36551
C 3.19895 -0.63009 2.86206
C 2.35001 -1.02348 1.77338
N 1.36393 -0.09713 1.60841
C 2.45808 -2.25298 1.09675
C 1.55598 -2.74367 0.15715
C 1.74225 -3.97932 -0.58198
C 0.71078 -4.07901 -1.44462
C -0.12571 -2.90988 -1.23876
C -1.28337 -2.62710 -1.96024
C -1.73388 -3.61306 -2.98039
C -2.09500 -4.91068 -2.64348
C -2.49648 -5.83080 -3.60656
C -2.54373 -5.45161 -4.93873
O -2.90652 -6.27590 -5.96483
C -3.30897 -7.58157 -5.62517
C -2.20376 -4.14878 -5.29417
C -1.80901 -3.24596 -4.32793
C -2.09576 -1.48987 -1.77419
N -1.85187 -0.45051 -0.92818
C -2.98364 0.30827 -0.88390
C -3.23121 1.38200 -0.00683
C -4.53309 2.08837 -0.15890
C -4.81374 2.84450 -1.29926
C -6.01915 3.50425 -1.43850
C -6.98181 3.42358 -0.43619
O -8.13927 4.11284 -0.66004
C -9.12691 4.04711 0.34106
C -6.72458 2.67323 0.70159
C -5.50615 2.01525 0.82915
C -2.37717 1.81391 1.00496
C -2.62756 2.97514 1.83967
C -1.55731 3.11317 2.64823
C -0.63919 2.03745 2.31976
N -1.16163 1.28098 1.31227
C -3.96294 -0.24131 -1.77779
C -3.41252 -1.35584 -2.33002
N 0.42342 -2.11992 -0.27250
C 3.62296 -3.11451 1.44463
C 3.45012 -4.30883 2.13066
C 4.52785 -5.12695 2.45204
C 5.80917 -4.74799 2.08095
O 6.93475 -5.47796 2.33651
C 6.76859 -6.68432 3.04347
C 6.00121 -3.54981 1.39838
C 4.92219 -2.74571 1.08750
H 1.91611 6.26421 8.82014
H 1.48687 4.53980 8.76070
H 0.39107 5.75716 8.06101
H 0.07842 3.68342 7.16184
H -0.54652 2.15015 5.35536
H 2.66152 3.61682 2.95803
H 3.29807 5.17423 4.77422
H 3.03650 1.08580 4.21654
H 4.04694 -1.18812 3.22461
H 2.57291 -4.65609 -0.46258
H 0.53513 -4.85199 -2.17467
H -2.06970 -5.21100 -1.60305
H -2.77438 -6.83125 -3.30121
H -3.57387 -8.06865 -6.56080
H -4.18035 -7.57587 -4.96271
H -2.50177 -8.14481 -5.14633
H -2.24908 -3.86849 -6.33901
H -1.54544 -2.23707 -4.61445
H -4.06454 2.91819 -2.07771
H -6.23511 4.09846 -2.31753
H -9.95593 4.65618 -0.01161
H -8.76674 4.44876 1.29339
H -9.47690 3.02206 0.49889
H -7.45924 2.58601 1.49125
H -5.31072 1.42632 1.71695
H -3.49810 3.60820 1.78174
H -1.37962 3.88404 3.38011
H -4.95933 0.14265 -1.92360
H -3.87520 -2.05000 -3.01271
H 2.45080 -4.60656 2.42404
H 4.35275 -6.04754 2.99323
H 7.76303 -7.11203 3.14824
H 6.13197 -7.38922 2.49955
H 6.34321 -6.51502 4.03768
H 7.00859 -3.27202 1.11451
H 5.07704 -1.81878 0.55027
C 1.33344 -1.07139 -3.85011
Si 1.92352 -0.11001 -2.30420
C 3.65829 -0.81104 -1.89783
C 2.27987 1.63443 -3.01753
C 3.17742 1.74761 -4.08572
C 3.46066 2.97007 -4.67323
C 2.84043 4.11753 -4.19656
C 1.95188 4.02212 -3.13766
C 1.65704 2.79521 -2.53197
Si 0.44700 2.77509 -1.04479
C 1.26921 4.00696 0.16856
C -1.12231 3.66162 -1.69308
H 2.02292 -0.95144 -4.69197
H 0.35699 -0.69128 -4.16057
H 1.23074 -2.13930 -3.64259
H 4.35969 -0.67448 -2.72726
H 3.60326 -1.87880 -1.67088
H 4.06528 -0.29893 -1.02150
H 3.66522 0.85576 -4.47007
H 4.16044 3.03049 -5.50010
H 3.05058 5.08077 -4.64932
H 1.47539 4.92717 -2.77010
H 1.53031 4.94946 -0.32337
H 2.18939 3.56876 0.56349
H 0.61246 4.23281 1.01227
H -0.88137 4.60731 -2.18938
H -1.81446 3.87319 -0.87379
H -1.63942 3.02110 -2.41311
```

These are the Löwdin partial charges, in e, on atoms 1 to 99: atom 1 (In): 0.615, atom 2 (C): -0.104, atom 3 (O): -0.089, atom 4 (C): -0.289, atom 5 (C): -0.021, atom 6 (C): -0.026, atom 7 (C): -0.209, atom 8 (C): -0.020, atom 9 (C): 0.004, atom 10 (C): -0.077, atom 11 (C): -0.228, atom 12 (C): 0.001, atom 13 (C): 0.002, atom 14 (C): -0.227, atom 15 (N): 0.058, atom 16 (C): -0.080, atom 17 (C): -0.258, atom 18 (C): -0.004, atom 19 (C): -0.007, atom 20 (C): -0.258, atom 21 (C): -0.074, atom 22 (C): -0.207, atom 23 (C): -0.027, atom 24 (C): -0.021, atom 25 (C): -0.289, atom 26 (O): -0.089, atom 27 (C): -0.104, atom 28 (C): 0.004, atom 29 (C): -0.021, atom 30 (C): -0.228, atom 31 (N): 0.058, atom 32 (C): -0.226, atom 33 (C): -0.079, atom 34 (C): -0.213, atom 35 (C): -0.018, atom 36 (C): 0.003, atom 37 (C): -0.289, atom 38 (O): -0.090, atom 39 (C): -0.104, atom 40 (C): -0.021, atom 41 (C): -0.024, atom 42 (C): -0.259, atom 43 (C): -0.006, atom 44 (C): -0.007, atom 45 (C): -0.259, atom 46 (N): 0.052, atom 47 (C): 0.002, atom 48 (C): 0.000, atom 49 (N): 0.053, atom 50 (C): -0.215, atom 51 (C): -0.023, atom 52 (C): -0.021, atom 53 (C): -0.289, atom 54 (O): -0.090, atom 55 (C): -0.104, atom 56 (C): 0.003, atom 57 (C): -0.018, atom 58 (H): 0.088, atom 59 (H): 0.093, atom 60 (H): 0.092, atom 61 (H): 0.098, atom 62 (H): 0.124, atom 63 (H): 0.114, atom 64 (H): 0.117, atom 65 (H): 0.107, atom 66 (H): 0.107, atom 67 (H): 0.108, atom 68 (H): 0.106, atom 69 (H): 0.124, atom 70 (H): 0.098, atom 71 (H): 0.088, atom 72 (H): 0.093, atom 73 (H): 0.092, atom 74 (H): 0.117, atom 75 (H): 0.116, atom 76 (H): 0.114, atom 77 (H): 0.117, atom 78 (H): 0.088, atom 79 (H): 0.092, atom 80 (H): 0.092, atom 81 (H): 0.098, atom 82 (H): 0.125, atom 83 (H): 0.108, atom 84 (H): 0.107, atom 85 (H): 0.107, atom 86 (H): 0.107, atom 87 (H): 0.125, atom 88 (H): 0.098, atom 89 (H): 0.088, atom 90 (H): 0.092, atom 91 (H): 0.093, atom 92 (H): 0.117, atom 93 (H): 0.112, atom 94 (C): -0.218, atom 95 (Si): 0.568, atom 96 (C): -0.220, atom 97 (C): -0.307, atom 98 (C): -0.123, atom 99 (C): -0.112

No. 2
Here is a structure of composition C40H41AsIOPPtSi from the Open Molecules 2025 dataset. Energies are from wB97M-V/def2-TZVPD.

Results
Kohn-Sham gap: 7.29 eV
lowest unoccupied orbital energy: -0.569 eV
strongest force on any atom: 2.7 eV Å⁻¹

The geometry in XYZ format:
```
87
C40H41AsIOPPtSi | the Open Molecules 2025 dataset | wB97M-V/def2-TZVPD
Pt 0.63685 1.33166 -1.36612
C -7.34661 0.78559 -1.38540
C -6.68573 1.82796 -2.01881
C -5.31186 1.75378 -2.22756
C -4.59023 0.64214 -1.80072
C -5.26259 -0.40416 -1.17103
C -6.63391 -0.33241 -0.96465
As -2.64775 0.71173 -2.03569
C -2.22983 -1.18708 -2.09965
C -2.97592 -2.02430 -2.93130
C -2.60063 -3.35111 -3.10307
C -1.47690 -3.85154 -2.44921
C -0.72676 -3.01743 -1.63204
C -1.09554 -1.68466 -1.46467
C -2.17690 1.15674 -0.18703
C -1.55416 2.38678 0.03447
C -1.30564 2.82420 1.33088
C -1.66183 2.02755 2.40739
C -2.25326 0.78654 2.19105
C -2.51289 0.35604 0.89828
H -8.41634 0.83881 -1.22419
H -7.23682 2.69897 -2.35281
H -4.80212 2.56832 -2.72728
H -4.72217 -1.28674 -0.85111
H -7.14635 -1.14911 -0.47035
H -3.85481 -1.64773 -3.44003
H -3.18722 -3.99636 -3.74641
H -1.18876 -4.88796 -2.57983
H 0.14502 -3.39651 -1.10853
H -0.48285 -1.04803 -0.82995
H -1.37808 3.05841 -0.79737
H -0.84125 3.78958 1.49758
H -1.47579 2.37169 3.41592
H -2.51501 0.15239 3.03071
H -2.98928 -0.60528 0.74046
O 1.07767 0.10596 0.23925
Si 1.88373 -0.22132 1.61421
C 3.42295 -1.20425 1.18935
C 3.49571 -1.85657 -0.04835
C 4.57341 -2.67231 -0.37860
C 5.60909 -2.85160 0.52955
C 5.56620 -2.20660 1.76049
C 4.48552 -1.39122 2.08322
C 2.44913 1.23133 2.67325
C 3.67586 1.87754 2.47449
C 4.03329 3.00429 3.20753
C 3.17126 3.50521 4.17471
C 1.96519 2.85997 4.42222
C 1.61715 1.73424 3.68336
C 0.84906 -1.27304 2.78074
C 1.28873 -1.59122 4.07734
C 0.55447 -2.41727 4.92032
C -0.65419 -2.95256 4.48679
C -1.11760 -2.65438 3.21094
C -0.37276 -1.82591 2.37398
H 2.68880 -1.71203 -0.76427
H 4.60873 -3.16614 -1.34378
H 6.44665 -3.49321 0.28048
H 6.37865 -2.33585 2.46642
H 4.47647 -0.88725 3.04584
H 4.36811 1.49048 1.73768
H 4.98775 3.48541 3.02958
H 3.44520 4.38534 4.74439
H 1.30210 3.23105 5.19589
H 0.68799 1.22066 3.90462
H 2.22646 -1.17737 4.44184
H 0.92268 -2.64718 5.91354
H -1.22804 -3.59934 5.14024
H -2.05927 -3.06725 2.86759
H -0.74823 -1.59473 1.38351
I 3.85215 2.32960 -1.08009
C 1.81810 2.65394 -0.60480
H 1.54470 3.64163 -0.96066
H 1.72906 2.51865 0.46991
C 1.54821 -0.66221 -3.99403
P 0.98878 1.02302 -3.64241
C -0.32983 1.26607 -4.86448
C 2.31512 2.03522 -4.36855
H 1.83346 -0.72418 -5.04595
H 0.75481 -1.38337 -3.78273
H 2.40555 -0.89792 -3.36167
H 0.09251 1.19348 -5.86951
H -0.78681 2.24307 -4.72078
H -1.10326 0.50850 -4.74624
H 2.36107 1.87583 -5.44901
H 3.26454 1.75800 -3.91897
H 2.13787 3.08930 -4.16034
```

Charges obtained by Löwdin population analysis, quoted in units of e: atom 1 (Pt): 0.731, atom 2 (C): -0.091, atom 3 (C): -0.090, atom 4 (C): -0.128, atom 5 (C): -0.396, atom 6 (C): -0.116, atom 7 (C): -0.081, atom 8 (As): 1.314, atom 9 (C): -0.415, atom 10 (C): -0.125, atom 11 (C): -0.083, atom 12 (C): -0.086, atom 13 (C): -0.077, atom 14 (C): -0.139, atom 15 (C): -0.418, atom 16 (C): -0.199, atom 17 (C): -0.080, atom 18 (C): -0.077, atom 19 (C): -0.069, atom 20 (C): -0.108, atom 21 (H): 0.101, atom 22 (H): 0.101, atom 23 (H): 0.088, atom 24 (H): 0.096, atom 25 (H): 0.103, atom 26 (H): 0.101, atom 27 (H): 0.102, atom 28 (H): 0.102, atom 29 (H): 0.110, atom 30 (H): 0.046, atom 31 (H): 0.080, atom 32 (H): 0.111, atom 33 (H): 0.103, atom 34 (H): 0.110, atom 35 (H): 0.103, atom 36 (O): -0.494, atom 37 (Si): 0.452, atom 38 (C): -0.220, atom 39 (C): -0.098, atom 40 (C): -0.093, atom 41 (C): -0.099, atom 42 (C): -0.089, atom 43 (C): -0.094, atom 44 (C): -0.233, atom 45 (C): -0.148, atom 46 (C): -0.084, atom 47 (C): -0.093, atom 48 (C): -0.086, atom 49 (C): -0.101, atom 50 (C): -0.208, atom 51 (C): -0.093, atom 52 (C): -0.089, atom 53 (C): -0.097, atom 54 (C): -0.092, atom 55 (C): -0.100, atom 56 (H): 0.084, atom 57 (H): 0.097, atom 58 (H): 0.097, atom 59 (H): 0.099, atom 60 (H): 0.099, atom 61 (H): 0.044, atom 62 (H): 0.102, atom 63 (H): 0.099, atom 64 (H): 0.099, atom 65 (H): 0.088, atom 66 (H): 0.102, atom 67 (H): 0.099, atom 68 (H): 0.097, atom 69 (H): 0.100, atom 70 (H): 0.069, atom 71 (I): 0.863, atom 72 (C): -0.834, atom 73 (H): -0.012, atom 74 (H): -0.043, atom 75 (C): -0.244, atom 76 (P): 0.620, atom 77 (C): -0.294, atom 78 (C): -0.300, atom 79 (H): 0.055, atom 80 (H): 0.036, atom 81 (H): 0.043, atom 82 (H): 0.046, atom 83 (H): 0.040, atom 84 (H): 0.014, atom 85 (H): 0.047, atom 86 (H): -0.025, atom 87 (H): 0.045

ΔE to the lowest compared entry with this formula, charge and spin readings, ordered: 14.7 199.6 kJ/mol
E readings, ordered: -3530.58268 -4907.74646 a.u.